C2H3O3PS as an isolated structure at a distorted geometry, computed with ωB97M-V/def2-TZVPD.

Results
Kohn-Sham gap ... 6.050 eV
Net charge ... -2
E ... -28388.398 eV
LUMO ... 6.2 eV
Relative energy (zero: lowest compared OMol25 entry of this formula, charge and spin) ... 2.189 eV
Highest occupied orbital energy ... 0.2 eV

Geometry (Å):
C (2.64, -0.40, 0.13)
C (1.48, 0.09, -0.18)
O (-2.31, 1.32, -1.00)
O (-3.38, -0.94, -0.43)
O (-2.55, 0.60, 1.48)
P (-2.58, 0.26, 0.04)
S (-0.63, -1.00, -0.16)
H (3.44, 0.34, 0.09)
H (2.72, -1.41, 0.35)
H (1.17, 1.14, -0.32)